1.
Entry from the Open Molecules 2025 dataset: a cluster of 2 separate species, C19H41ClN5O4S2 in total (the ωB97M-V functional and the def2-TZVPD basis).

Results
Total charge: +1
LUMO level in eV: -2.27
ΔE to the lowest compared entry with this formula, charge and spin in kcal/mol: 0.0
Multiplicity: 1
Frontier orbital gap in eV: 8.5

Positions of all 72 atoms, in Å:
C: 1.5220 3.5751 -0.4520
C: 1.9452 2.6751 0.2125
C: 2.3637 1.4675 0.9162
S: 4.2079 1.6776 0.9829
C: 1.9442 1.4194 2.4373
Cl: 1.6166 3.0785 2.9909
N: 0.6756 0.6399 2.7105
C: 0.3187 0.6146 4.1507
C: 1.4322 0.1643 5.1061
O: 2.4173 1.1464 5.3613
O: -0.2675 1.2724 1.8517
C: -1.5950 1.4831 2.3338
C: -2.4150 1.9493 1.1227
C: -3.3248 3.1113 1.5101
C: 0.8992 -0.7555 2.1189
N: -0.1883 -1.6360 2.4735
N: 2.1684 -1.3053 2.5411
C: 2.2056 -2.6505 3.1162
C: 3.6802 -2.9865 3.4281
C: 0.9598 -0.6251 0.5930
N: 1.9545 0.3076 0.0805
S: 3.1768 -0.4687 -0.8499
H: 1.4319 4.4911 -0.9933
H: 4.5470 0.7454 1.8929
H: 2.7597 1.0867 3.0584
H: -0.0034 1.5927 4.4930
H: -0.5186 -0.0525 4.3309
H: 0.9053 -0.0228 6.0481
H: 1.8983 -0.7726 4.8337
H: 1.9831 1.8835 5.8027
H: -1.6223 2.2857 3.0706
H: -2.0817 0.6206 2.7934
H: -2.9697 1.1297 0.6778
H: -1.6833 2.3613 0.4253
H: -4.1556 2.7906 2.1383
H: -3.7517 3.5832 0.6282
H: -2.7728 3.8840 2.0425
H: -1.0749 -1.1531 2.5567
H: -0.3231 -2.3112 1.7302
H: 2.8514 -1.2538 1.7956
H: 1.6672 -2.7074 4.0544
H: 1.8616 -3.4181 2.4211
H: 4.3651 -2.3289 2.8943
H: 3.9243 -4.0124 3.1673
H: 3.9009 -2.8618 4.4862
H: -0.0313 -0.4949 0.1594
H: 1.2706 -1.6214 0.2805
H: 2.4453 -0.9671 -1.8680
C: -2.2906 1.7291 -5.8356
O: -3.1532 0.7945 -5.2149
C: -3.3260 -0.4220 -5.9325
C: -2.6274 -1.5772 -5.2471
N: -1.1768 -1.4546 -5.3320
C: -0.4314 -2.3628 -4.4674
C: -0.6574 -2.2913 -2.9601
O: -0.1740 -1.1071 -2.3390
C: -1.0220 0.0256 -2.4433
H: -2.4298 2.6857 -5.3343
H: -1.2367 1.4434 -5.7415
H: -2.5335 1.8533 -6.8936
H: -2.9995 -0.3215 -6.9710
H: -4.3985 -0.6322 -5.9412
H: -2.9338 -2.5136 -5.7217
H: -2.9806 -1.5970 -4.2070
H: -0.9131 -0.5056 -5.1055
H: 0.6297 -2.1733 -4.6497
H: -0.6274 -3.3887 -4.7942
H: -0.0838 -3.1078 -2.5127
H: -1.7033 -2.4647 -2.6822
H: -2.0784 -0.2518 -2.4228
H: -0.8085 0.6009 -3.3458
H: -0.8124 0.6752 -1.5900

2.
Entry from the Open Molecules 2025 dataset: a cluster of 3 separate species, C19H41FN2O6S in total (the ωB97M-V functional and the def2-TZVPD basis).

Results
LUMO level in eV: 0.24
Multiplicity: 1
Frontier orbital gap in eV: 8.2

Positions of all 70 atoms, in Å:
O: -2.4882 3.5501 0.9254
C: -2.1343 2.4359 0.7531
O: -2.9068 1.3296 0.8809
C: -2.0328 0.2038 0.8051
F: -2.6815 -0.8762 0.3282
C: -0.9119 0.7364 -0.0809
C: -1.2433 0.6287 -1.5630
C: -0.3111 1.3889 -2.5438
C: 1.0096 1.9209 -1.9882
C: 1.9784 0.7978 -1.5568
S: 3.5030 0.7365 -2.4407
O: 4.0885 -0.5466 -2.2275
O: 4.2553 1.9280 -2.1637
O: 3.0519 0.8211 -3.9668
O: -0.8677 2.0834 0.3815
H: -1.6800 -0.0007 1.8213
H: -0.0184 0.1542 0.1478
H: -2.2723 0.9654 -1.7218
H: -1.2459 -0.4373 -1.8086
H: -0.0823 0.7328 -3.3888
H: -0.8678 2.2307 -2.9623
H: 0.8657 2.6334 -1.1786
H: 1.4807 2.4954 -2.7911
H: 2.2923 0.9492 -0.5208
H: 1.5167 -0.1873 -1.6350
H: 3.0592 1.7592 -4.2144
C: 4.9661 -0.6465 1.8087
C: 5.6591 0.5036 1.0927
N: 6.2385 1.4752 2.0013
C: 6.6034 2.7231 1.3533
C: 7.6907 2.6860 0.2736
C: 7.1909 0.9443 2.9607
C: 8.4020 0.1733 2.4206
H: 4.2476 -0.2683 2.5385
H: 4.4327 -1.2604 1.0810
H: 5.6712 -1.2965 2.3283
H: 4.9168 1.0291 0.4857
H: 6.3921 0.0898 0.3836
H: 6.8937 3.4338 2.1323
H: 5.6924 3.1298 0.9030
H: 8.6824 2.5220 0.6943
H: 7.7151 3.6426 -0.2518
H: 7.4963 1.9115 -0.4689
H: 6.6488 0.2857 3.6449
H: 7.5363 1.7769 3.5784
H: 8.1078 -0.5835 1.6920
H: 8.9022 -0.3427 3.2427
H: 9.1358 0.8273 1.9519
C: -6.8386 -4.7990 -0.2398
C: -6.2112 -3.4153 -0.1587
N: -6.9388 -2.4191 -0.9230
C: -6.1970 -1.1884 -1.1282
C: -5.8289 -0.3490 0.0997
C: -8.3443 -2.2721 -0.5842
C: -8.7025 -1.9517 0.8721
H: -6.9930 -5.0898 -1.2796
H: -6.1803 -5.5322 0.2276
H: -7.7980 -4.8464 0.2766
H: -5.2004 -3.4643 -0.5734
H: -6.0949 -3.1400 0.9021
H: -6.7602 -0.5677 -1.8305
H: -5.2705 -1.4564 -1.6481
H: -6.6945 0.1554 0.5279
H: -5.1169 0.4244 -0.1883
H: -5.3601 -0.9512 0.8780
H: -8.8569 -3.1962 -0.8639
H: -8.7625 -1.5038 -1.2389
H: -8.1936 -2.6178 1.5704
H: -9.7760 -2.0833 1.0208
H: -8.4596 -0.9257 1.1444

3.
Entry from the Open Molecules 2025 dataset: a cluster of 6 separate species, C19H41N3O9S in total (the ωB97M-V functional and the def2-TZVPD basis).

Results
LUMO level in eV: 0.26
Multiplicity: 1
Frontier orbital gap in eV: 9.8

Positions of all 73 atoms, in Å:
C: -19.5566 28.9169 9.5257
C: -20.8309 29.3474 10.2989
O: -21.0360 29.0404 11.4986
N: -21.6331 30.1007 9.4579
C: -22.9873 30.5672 9.6447
H: -18.8215 29.6491 9.8599
H: -19.7007 29.1734 8.4761
H: -19.2062 27.8848 9.5340
H: -21.2528 30.3326 8.5514
H: -23.5179 30.3986 10.5818
H: -23.5645 30.1487 8.8202
H: -22.9039 31.6420 9.4833
C: -36.5333 23.2354 0.9719
C: -35.2504 24.0281 1.1795
O: -34.9594 25.0609 0.5556
N: -34.5177 23.6014 2.1620
C: -33.4282 24.1832 2.8373
H: -36.4830 22.1759 1.2230
H: -36.9556 23.2722 -0.0323
H: -37.2942 23.5455 1.6880
H: -34.8173 22.7091 2.5282
H: -33.0404 25.0652 2.3275
H: -32.6226 23.4658 2.6812
H: -33.6516 24.3613 3.8892
C: -17.5486 17.6351 9.7136
C: -18.8485 18.0757 8.9956
O: -18.8267 19.1067 8.3518
N: -19.8297 17.2514 9.0910
C: -21.1148 17.3304 8.4404
H: -16.7715 18.3986 9.7503
H: -17.1343 16.8318 9.1044
H: -17.7341 17.2439 10.7139
H: -19.9063 16.6435 9.8940
H: -21.2241 17.9786 7.5710
H: -21.9749 17.6228 9.0429
H: -21.3786 16.3238 8.1160
C: -23.0898 24.3192 5.8222
C: -24.4046 23.6315 5.3660
O: -24.8850 24.2946 4.2288
S: -23.5089 25.0359 3.4406
O: -23.8249 26.4427 3.1444
O: -23.0532 24.1881 2.3807
O: -22.5436 25.0055 4.7043
H: -22.4397 23.4990 6.1267
H: -23.3649 24.9645 6.6564
H: -25.0594 23.5472 6.2333
H: -24.2368 22.5991 5.0593
C: -14.4598 25.3583 1.7956
C: -16.0124 25.2896 1.4825
C: -16.3533 26.7467 1.1676
O: -15.2409 27.5369 1.6111
C: -14.3110 26.7501 2.4060
H: -13.9681 25.3925 0.8234
H: -13.9953 24.5273 2.3263
H: -16.6334 24.9385 2.3066
H: -16.2462 24.7479 0.5660
H: -17.2882 26.9742 1.6800
H: -16.4554 26.9275 0.0976
H: -14.4170 26.8802 3.4830
H: -13.2956 27.1254 2.2793
C: -26.8158 16.0661 -0.3433
C: -26.0284 17.3149 -0.6836
C: -27.1738 18.3341 -0.2943
O: -28.2197 17.8485 -1.0705
C: -28.3184 16.4053 -0.7372
H: -26.8482 15.9057 0.7343
H: -26.3682 15.1828 -0.7988
H: -25.7114 17.2804 -1.7259
H: -25.2280 17.6212 -0.0100
H: -26.7920 19.2689 -0.7049
H: -27.4458 18.4739 0.7519
H: -28.5131 15.8384 -1.6475
H: -29.1084 16.1219 -0.0416

4.
Entry from the Open Molecules 2025 dataset: a structure of composition C19H42BBeNO2P2 (the ωB97M-V functional and the def2-TZVPD basis).

Results
Total charge: +1
LUMO level (spin up / spin down) in eV: -3.70 / -5.84
ΔE to the lowest compared entry with this formula, charge and spin in kcal/mol: 131.8
Multiplicity: 2
Frontier orbital gap (spin up / spin down) in eV: 6.5 / 3.9

Positions of all 68 atoms, in Å:
Be: -0.9234 -1.0386 1.2069
H: 0.5304 1.7035 -2.6553
H: -0.0537 -0.5725 0.3302
P: 0.1608 -2.7193 0.2466
P: 0.8718 3.3641 -0.9845
C: 2.5255 3.5479 -0.3523
H: 2.8082 4.5903 -0.1765
H: 2.7089 3.0267 0.5783
H: 3.2671 3.1532 -1.0498
C: 0.5760 4.8155 -2.0381
H: -0.5015 5.0436 -2.0704
H: 1.1345 5.7005 -1.7005
H: 0.8977 4.5139 -3.0384
C: -0.4139 3.0740 0.2249
H: -0.2505 2.0746 0.6357
H: -0.4482 3.8190 1.0178
H: -1.3867 3.0646 -0.2775
C: 1.1697 -2.5774 -1.2952
H: 1.9449 -3.3454 -1.2735
H: 0.5077 -2.6951 -2.1569
H: 1.5967 -1.5730 -1.3143
C: 1.4466 -3.3452 1.4072
H: 1.1681 -3.1503 2.4540
H: 1.6251 -4.4257 1.2562
H: 2.3772 -2.7964 1.1929
C: -0.8415 -4.1937 -0.1597
H: -1.0514 -4.1822 -1.2457
H: -0.3025 -5.1267 0.0982
H: -1.8014 -4.1604 0.3822
C: -2.6872 -1.5058 0.9951
O: -3.7978 -1.8072 0.8791
H: -2.2290 -0.4909 -1.7896
H: -1.8241 1.0885 -1.3569
H: -1.2771 1.0038 -3.8223
H: 0.1555 -0.4354 -3.0960
B: -0.6805 0.4053 -2.8864
N: -1.5492 0.2610 -1.8127
H: 0.6515 2.2923 -2.1976
C: 0.1654 2.6117 3.4931
C: 1.4076 1.8314 3.1885
C: 2.6482 2.6340 3.6053
C: 1.4354 0.4416 3.8314
C: 2.3911 -0.0244 4.7271
C: 2.2556 -1.2604 5.3089
C: 1.1384 -2.0740 5.0836
C: 0.1267 -1.6372 4.2195
C: -1.2007 -2.3484 3.8956
C: -1.2622 -3.7403 4.4497
C: -2.3948 -1.5372 4.4227
C: 0.3883 -0.4507 3.4691
O: -0.3402 -0.2198 2.4018
H: 0.0416 2.7246 4.5747
H: -0.7361 2.1478 3.0950
H: 0.2358 3.6236 3.0975
H: 1.4751 1.6156 2.1010
H: 2.6160 2.8025 4.6853
H: 3.5630 2.0964 3.3323
H: 2.6353 3.6059 3.1068
H: 3.2641 0.6040 4.9796
H: 2.9960 -1.6444 5.9920
H: 0.9901 -3.0384 5.5719
H: -1.2821 -2.4077 2.7782
H: -1.2468 -3.7227 5.5446
H: -2.2026 -4.1869 4.1281
H: -0.4418 -4.3604 4.0774
H: -2.4230 -0.4958 4.0450
H: -3.3207 -2.0395 4.1130
H: -2.3516 -1.5221 5.5352